Below is an isolated molecule of C5H7NO, with properties calculated with the ωB97M-V functional and the def2-TZVPD basis.

Geometry as XYZ:
```
14
Properties=species:S:1:pos:R:3:mulliken_charge:R:1
O 1.919 0.999 -2.039 -0.51
C 1.153 0.521 -1.257 0.49
C 1.195 0.222 0.248 -0.52
N -0.268 -0.011 0.156 0.48
C -1.082 -0.795 1.090 -0.51
C -1.395 0.662 0.951 -0.56
C -0.282 -0.012 -1.325 -0.54
H 1.762 -0.690 0.474 0.26
H 1.475 1.033 0.926 0.30
H -0.472 -1.227 1.891 0.25
H -1.733 -1.529 0.609 0.21
H -0.872 1.210 1.751 0.11
H -1.063 0.638 -1.724 0.29
H -0.336 -1.021 -1.752 0.25
```

LUMO, eV: 0.535
Energy relative to the best compared isomer or geometry (same formula, charge and spin), kcal/mol: 111.6
Largest force on an atom, eV Å⁻¹: 0.641
Net charge: 0
HOMO-LUMO gap, eV: 8.09

---

Below is a structure of composition C6H12N, with properties calculated with the ωB97M-V functional and the def2-TZVPD basis.

Geometry as XYZ:
```
19
Properties=species:S:1:pos:R:3:mulliken_charge:R:1
C -0.767 0.882 0.167 -0.29
C 1.379 0.037 -0.576 0.22
C 0.272 -0.744 0.043 0.41
C -2.225 0.830 0.137 -1.24
C 2.200 0.967 0.310 -1.47
C -0.359 -2.106 0.092 -1.44
N 0.003 0.358 -0.877 -0.03
H -0.194 1.235 1.037 0.33
H 1.898 -0.482 -1.281 0.54
H -2.516 -0.077 -0.246 0.44
H -2.524 1.598 -0.518 0.36
H -2.462 0.896 1.139 0.37
H 3.088 1.454 -0.009 0.42
H 2.600 0.433 1.130 0.42
H 1.706 1.727 0.821 0.36
H 0.214 -2.953 0.502 0.36
H -0.815 -2.468 -0.758 0.41
H -1.142 -2.044 0.792 0.40
H -0.358 0.457 -1.904 0.43
```

LUMO (alpha / beta), eV: -3.114 / -6.312
Energy relative to the best compared isomer or geometry (same formula, charge and spin), kcal/mol: 73.6
⟨S²⟩: 2.006
Largest force on an atom, eV Å⁻¹: 6.501
Net charge: +1
HOMO-LUMO gap (alpha / beta), eV: 7.51 / 9.98
2S+1: 3

---

Below is an isolated molecule of C2H5N3O2, with properties calculated with the ωB97M-V functional and the def2-TZVPD basis.

Geometry as XYZ:
```
12
Properties=species:S:1:pos:R:3:mulliken_charge:R:1
C 1.089 -0.127 0.103 0.65
C -1.840 -0.064 0.144 0.06
H 1.936 1.430 -0.877 0.24
H 2.728 0.927 0.578 0.26
H -0.721 -1.709 -0.204 0.34
H -2.672 -0.681 0.506 0.35
H -2.463 1.534 0.889 0.24
N 2.112 0.709 -0.194 -0.42
N -0.969 -0.823 -0.643 -0.32
N -1.684 1.172 0.341 -0.55
O 0.980 -0.824 1.086 -0.58
O 0.205 -0.147 -0.949 -0.28
```

LUMO, eV: 0.947
Energy relative to the best compared isomer or geometry (same formula, charge and spin), kcal/mol: 55.8
Largest force on an atom, eV Å⁻¹: 0.567
Net charge: 0
HOMO-LUMO gap, eV: 10.92

---

Below is a structure of composition C21H14BrF6N4O2PV, with properties calculated with the ωB97M-V functional and the def2-TZVPD basis.

Geometry as XYZ:
```
50
Properties=species:S:1:pos:R:3:mulliken_charge:R:1
V 0.558 0.101 -0.322 0.90
C 2.793 3.762 0.096 -0.93
C 2.781 4.234 -1.199 -0.47
C 2.244 3.451 -2.216 -0.70
C 1.729 2.220 -1.899 0.67
N 1.730 1.762 -0.619 0.27
C 2.244 2.518 0.354 -0.05
C 1.253 1.207 -2.897 0.25
C 1.119 1.359 -4.259 -0.70
C 0.797 0.227 -5.002 -0.82
C 0.675 -1.018 -4.400 -0.72
C 0.807 -1.086 -3.028 0.33
N 1.030 0.021 -2.330 0.59
C 0.758 -2.291 -2.144 0.91
C 0.642 -3.578 -2.598 -0.67
C 0.645 -4.613 -1.666 -0.55
C 0.763 -4.316 -0.325 -0.84
C 0.872 -2.990 0.062 -0.09
N 0.878 -1.992 -0.826 0.10
H 3.204 4.342 0.909 0.44
H 3.192 5.209 -1.429 0.47
H 2.243 3.796 -3.240 0.40
H 2.190 2.112 1.354 0.44
H 1.261 2.317 -4.738 0.45
H 0.664 0.316 -6.072 0.46
H 0.472 -1.901 -4.989 0.43
H 0.551 -3.784 -3.655 0.41
H 0.552 -5.639 -1.995 0.46
H 0.763 -5.089 0.429 0.44
H 0.941 -2.702 1.102 0.46
Br -1.085 4.439 1.120 -0.12
C -1.365 2.976 2.298 0.21
C -2.278 3.134 3.336 -0.65
C -2.477 2.060 4.181 -0.39
C -1.777 0.880 3.956 -0.94
C -0.906 0.846 2.890 0.65
N -0.687 1.880 2.067 0.07
C -0.190 -0.426 2.559 0.28
O -0.241 -1.432 3.190 -0.58
O 0.527 -0.329 1.395 -0.53
H -2.810 4.065 3.461 0.43
H -3.180 2.138 4.999 0.44
H -1.906 0.003 4.574 0.49
F -0.923 1.280 -1.003 -0.30
P -2.523 0.472 -1.244 1.19
F -2.574 0.355 0.345 -0.28
F -1.577 -0.879 -1.236 -0.27
F -3.858 -0.326 -1.441 -0.33
F -2.236 0.611 -2.798 -0.36
F -3.174 1.903 -1.192 -0.35
```

LUMO (alpha / beta), eV: -3.909 / -4.334
Energy relative to the best compared isomer or geometry (same formula, charge and spin), kcal/mol: 3.1
⟨S²⟩: 2.009
Largest force on an atom, eV Å⁻¹: 1.905
Net charge: +1
HOMO-LUMO gap (alpha / beta), eV: 8.03 / 7.61
2S+1: 3

---

Below is a cluster of 13 separate species, C15H56N14O13 in total, with properties calculated with the ωB97M-V functional and the def2-TZVPD basis.

Geometry as XYZ:
```
98
Properties=species:S:1:pos:R:3:mulliken_charge:R:1
C 1.488 -4.979 -1.187 -1.30
C 0.849 -4.052 -2.153 0.06
O 0.099 -3.007 -1.575 -0.46
H 0.801 -5.442 -0.540 0.35
H 2.220 -4.538 -0.569 0.33
H 2.062 -5.852 -1.545 0.35
H 0.180 -4.782 -2.593 0.34
H 1.632 -3.661 -2.846 0.15
H 0.249 -2.262 -2.179 -0.26
C -0.504 -3.779 2.518 -1.69
C 0.325 -2.725 1.812 0.83
O 0.744 -1.800 2.789 -0.65
H -0.703 -4.681 1.905 0.28
H -1.495 -3.373 2.684 0.31
H -0.131 -4.166 3.446 0.41
H 0.019 -2.393 0.912 -0.26
H 1.243 -3.256 1.667 0.38
H 1.580 -1.460 2.497 0.25
C -0.275 5.164 2.154 0.49
O -0.502 4.926 3.446 -0.66
N 0.033 4.209 1.293 -0.22
N -0.502 6.284 1.587 -0.44
H -0.084 3.354 1.786 0.32
H -0.263 4.193 0.335 0.19
H -1.090 6.903 2.121 0.27
H -0.605 6.514 0.594 0.21
C -1.503 2.060 -3.545 0.26
O -2.466 1.744 -4.436 -0.74
N -1.271 1.378 -2.471 0.33
N -0.588 2.949 -3.710 -0.41
H -2.124 0.814 -2.251 0.18
H -0.658 1.651 -1.701 -0.55
H -0.756 3.538 -4.545 0.24
H -0.310 3.472 -2.823 0.14
C 0.539 -1.255 -4.407 0.52
O 1.453 -1.138 -3.383 -0.73
N 0.728 -1.979 -5.446 -0.48
N -0.694 -0.809 -4.337 0.05
H 1.731 -2.310 -5.312 0.32
H 0.249 -2.174 -6.406 0.23
H -0.928 -0.367 -3.429 -0.12
H -1.211 -0.673 -5.177 0.26
C -2.304 -0.563 4.796 0.66
O -2.433 -1.618 5.651 -0.81
N -3.197 0.375 4.803 -0.25
N -1.439 -0.488 3.829 0.22
H -3.915 0.382 5.453 0.15
H -3.181 1.261 4.262 0.25
H -0.703 -1.190 3.782 0.05
H -1.292 0.296 3.120 0.06
C -1.798 2.110 2.211 -0.32
O -2.693 2.663 3.166 -0.93
N -0.578 1.728 2.507 0.33
N -1.935 2.052 0.947 0.20
H -0.319 1.868 3.515 0.23
H 0.059 1.211 1.896 -0.42
H -2.958 2.150 0.717 0.40
H -1.317 1.714 0.349 0.23
C 3.645 -0.903 -0.400 0.58
O 3.787 -1.190 0.901 -0.83
N 2.709 -1.619 -1.063 0.21
N 4.351 0.028 -0.934 -0.50
H 2.205 -2.382 -0.752 -0.10
H 2.385 -1.226 -1.966 0.09
H 5.139 0.657 -0.513 0.35
H 4.261 0.236 -1.943 0.25
C 2.405 2.907 -2.077 0.28
O 2.177 4.291 -2.071 -0.70
N 1.972 2.094 -2.993 -0.06
N 3.159 2.393 -1.157 -0.39
H 1.037 2.197 -3.527 0.24
H 2.654 1.413 -3.382 0.16
H 3.314 3.114 -0.423 0.17
H 3.484 1.442 -0.990 0.24
C -3.514 -0.896 1.383 -0.28
O -4.302 -0.599 2.462 -0.72
H -2.614 -1.404 1.728 0.22
H -3.146 -0.014 0.870 0.10
H -4.044 -1.506 0.769 0.41
H -3.712 -0.340 3.277 0.28
C -2.864 -1.723 -1.696 -0.26
O -3.319 -0.897 -2.663 -0.58
H -2.322 -1.241 -0.893 -0.27
H -2.282 -2.563 -2.121 0.25
H -3.652 -2.236 -1.175 0.56
H -3.690 -1.517 -3.344 0.35
C 0.395 -0.006 -0.130 1.22
O 0.558 1.409 -0.256 0.07
H -0.482 -0.382 0.381 -0.15
H 1.274 -0.352 0.348 0.21
H 0.160 -0.484 -1.076 0.01
H 1.452 1.521 -0.656 -0.33
C 3.005 0.742 3.718 -0.95
O 2.358 0.513 2.421 -0.28
H 2.723 -0.209 4.205 0.28
H 2.624 1.561 4.283 0.31
H 4.154 0.842 3.521 0.26
H 2.984 0.093 1.902 0.20
```

LUMO, eV: -0.587
Energy relative to the best compared isomer or geometry (same formula, charge and spin), kcal/mol: 93.9
Largest force on an atom, eV Å⁻¹: 10.029
Net charge: 0
HOMO-LUMO gap, eV: 7.53